Arrangement A

Below is C3H7ClN2O in the gas phase, with properties calculated with the ωB97M-V functional and the def2-TZVPD basis.

Structure (ORCA input):
```
! wB97M-V def2-TZVPD RIJCOSX def2/J DEFGRID3
* xyz 0 1
C -1.244 1.017 0.035
C 0.661 -0.727 0.446
C 1.716 -0.066 -0.488
H -1.910 1.215 1.103
H -0.507 1.749 0.158
H -1.677 1.425 -0.802
H 0.622 -1.711 0.325
H 0.957 -0.468 1.461
H 1.651 1.133 -0.300
H 1.522 -0.341 -1.484
N -0.743 -0.351 -0.046
N -1.635 -1.314 -0.064
O -2.746 -0.999 -0.288
Cl 3.332 -0.562 -0.057
*
```

The LUMO energy is 0.68 eV. As for the structure (SMILES): CN(CCCl)N=O.

Arrangement B

Below is 2 unconnected molecules or ions with the total composition C3H7ClN2O, with properties calculated with the ωB97M-V functional and the def2-TZVPD basis.

Structure (ORCA input):
```
! wB97M-V def2-TZVPD RIJCOSX def2/J DEFGRID3
* xyz 0 1
C 0.910 1.069 -1.216
C 0.827 0.323 0.098
C -0.465 -0.063 0.767
N -0.361 -0.777 1.898
N -1.145 -1.126 -0.916
O 1.309 1.607 0.019
Cl -1.773 1.107 0.941
H 1.638 0.732 -1.943
H 0.019 1.349 -1.597
H 1.522 -0.463 0.289
H 0.484 -1.245 2.183
H -1.255 -0.960 2.313
H -1.399 -0.272 -1.441
H -0.311 -1.282 -1.395
*
```

The LUMO energy (spin up / spin down) is 0.73 / 0.73 eV.

How far above the most stable structure does each one sit? In hartree: arrangement A 0.0000; arrangement B 0.0096.